No. 1
28
Properties=species:S:1:pos:R:3 method="wB97M-V/def2-TZVPD" charge=+1 de_lowest_kcal_mol=97.7 homo_lumo_gap_ev="6.2869 / 7.3954"
C 0.392 2.819 -0.692
C 0.374 2.768 -2.088
C 0.275 1.669 0.045
C 0.254 1.555 -2.720
C 0.084 0.398 -0.555
C 0.141 0.379 -1.977
C -0.762 -3.124 -0.337
C 0.061 -1.947 -2.075
C 0.362 0.733 3.580
C -0.050 -0.251 2.807
C -1.142 -1.790 0.303
C -0.096 -0.719 0.322
C 0.706 -0.728 1.587
N -0.200 -2.990 -1.498
N 0.069 -0.823 -2.685
H 0.487 3.768 -0.189
H 0.478 3.673 -2.666
H 0.248 1.734 1.120
H 0.267 1.499 -3.798
H -1.119 -4.074 0.002
H -0.193 1.025 4.455
H 1.274 1.279 3.395
H -0.963 -0.782 3.040
H -2.010 -1.420 -0.256
H -1.446 -2.000 1.331
H 1.611 -0.133 1.470
H 0.993 -1.772 1.770
H -0.095 -0.745 -3.691

***

No. 2
21
Properties=species:S:1:pos:R:3 method="wB97M-V/def2-TZVPD" charge=-1 de_lowest_kcal_mol=42.9 homo_lumo_gap_ev=5.7064
C 1.006 1.120 -0.750
C 1.432 -0.355 -0.943
S 3.089 -0.661 -1.627
N 0.045 1.333 0.326
C -1.357 1.441 -0.055
N -1.804 0.287 -0.813
H 0.655 1.532 -1.698
H 1.932 1.637 -0.479
H 1.339 -0.851 0.034
H 0.702 -0.825 -1.615
H 0.282 1.806 1.184
H -1.945 1.529 0.865
H -1.515 2.348 -0.662
H -1.492 -0.534 -0.365
H -1.961 0.498 -1.787
H 1.249 -0.329 2.396
H 0.233 -1.350 2.910
O 0.971 -0.803 3.158
H -0.526 -2.576 -0.677
H -1.148 -2.321 0.683
O -1.186 -2.926 -0.086

***

No. 3
9
Properties=species:S:1:pos:R:3 method="wB97M-V/def2-TZVPD" charge=0 de_lowest_kcal_mol=70.2 homo_lumo_gap_ev="7.0616 / 8.3710"
C -2.665 0.283 -0.110
C 1.722 0.163 0.338
O -2.214 1.366 -0.245
S -0.129 -1.492 -1.109
S 1.254 -1.604 0.242
H -3.705 -0.002 -0.243
H 0.811 0.643 -0.096
H 2.804 0.150 -0.109
H 2.123 0.493 1.331

***

No. 4
18
Properties=species:S:1:pos:R:3 method="wB97M-V/def2-TZVPD" charge=-1 de_lowest_kcal_mol=111.8 homo_lumo_gap_ev=4.4833
C -3.292 -0.323 0.385
O -4.128 0.341 -0.408
C -1.790 -0.158 0.038
C 1.701 -0.942 -0.554
C 2.251 0.074 0.176
C 2.201 0.866 1.257
C 3.330 0.128 -0.911
H -3.451 -1.445 0.418
H -3.348 -0.024 1.480
H -1.165 -0.637 0.802
H -1.548 0.909 -0.044
H 2.154 -1.930 -0.458
H -1.532 -0.569 -0.941
H 2.939 1.652 1.311
H 1.423 0.712 1.972
H 4.066 -0.679 -0.861
H 3.954 1.003 -0.716
H 3.016 0.203 -1.950

***

No. 5
15
Properties=species:S:1:pos:R:3 method="wB97M-V/def2-TZVPD" smiles="COCOC=O.O" charge=0 de_lowest_kcal_mol=42.9 homo_lumo_gap_ev=11.3337
O -4.742 0.772 -0.008
O -2.638 0.749 -1.045
O -1.055 -0.851 -0.648
C -3.879 1.209 -0.751
C 0.000 0.000 0.000
C -2.335 -0.377 -0.382
H -4.004 2.205 -1.220
H -0.112 1.008 -0.433
H 1.039 -0.336 -0.154
H -0.193 0.059 1.084
H -2.929 -1.257 -0.698
H -2.452 -0.267 0.713
O 3.847 -2.180 -1.012
H 2.962 -2.286 -0.595
H 3.653 -1.953 -1.950

***

No. 6
20
Properties=species:S:1:pos:R:3 method="wB97M-V/def2-TZVPD" smiles="O=C1[C@@H]2CC[C@@H]1CNC2" charge=0 de_lowest_kcal_mol=96.4 homo_lumo_gap_ev=9.7287
C -0.171 -0.236 0.849
C -0.055 -0.771 -0.619
C -1.572 -0.835 -0.784
C -1.775 0.688 -0.394
C -0.525 1.151 0.469
C 0.885 1.452 -0.193
C 1.424 -1.087 -0.688
H -0.011 0.035 -1.368
H -1.895 -1.030 -1.812
H -2.117 -1.565 -0.141
H -1.854 1.319 -1.288
H -2.677 0.789 0.202
H -0.821 1.867 1.210
H 1.410 2.175 0.443
H 0.757 1.897 -1.210
H 2.790 0.546 -0.208
H 1.794 -1.803 0.061
H 1.839 -1.300 -1.694
N 1.790 0.293 -0.112
O -0.127 -0.894 1.843

***

No. 7
68
Properties=species:S:1:pos:R:3 method="wB97M-V/def2-TZVPD" charge=0 spin_multiplicity=2 de_lowest_kcal_mol=46.0 homo_lumo_gap_ev="5.3827 / 6.4007"
Ru 0.717 -0.316 0.258
Cl 7.337 -0.958 -1.140
C 5.845 -0.564 -0.390
C 4.659 -1.015 -0.946
C 3.440 -0.674 -0.358
N 2.199 -1.016 -0.798
C 1.932 -1.698 -1.975
O 2.776 -2.178 -2.726
C 0.487 -1.776 -2.220
C -0.021 -2.381 -3.374
C -1.380 -2.502 -3.539
C -2.222 -2.001 -2.532
C -1.659 -1.393 -1.432
N -0.342 -1.274 -1.258
C 3.433 0.142 0.833
C 4.645 0.570 1.381
C 5.837 0.221 0.773
Cl 7.322 0.779 1.433
N 2.189 0.418 1.305
C 1.912 1.244 2.385
O 2.748 1.817 3.079
C 0.466 1.374 2.583
C -0.061 2.065 3.677
C -1.423 2.218 3.788
C -2.241 1.685 2.780
C -1.661 0.982 1.749
N -0.346 0.808 1.637
H 4.656 -1.618 -1.842
H 0.689 -2.738 -4.103
H -1.798 -2.971 -4.415
H -3.293 -2.088 -2.609
H -2.285 -0.986 -0.646
H 4.630 1.178 2.273
H 0.632 2.455 4.406
H -1.860 2.734 4.627
H -3.309 1.810 2.809
H -2.271 0.536 0.973
F -2.782 -5.685 6.025
C -2.235 -4.974 5.035
C -2.543 -3.623 4.890
F -3.402 -3.043 5.738
C -1.976 -2.898 3.852
F -2.290 -1.603 3.696
C -1.106 -3.488 2.934
Se -0.509 -2.569 1.363
C -0.814 -4.844 3.101
F 0.002 -5.432 2.223
C -1.369 -5.589 4.131
F -1.105 -6.893 4.253
O -0.110 1.435 -1.309
C -0.522 2.572 -1.474
C 0.344 3.693 -1.981
C -0.224 4.069 -3.370
C -0.932 2.912 -4.104
C -2.423 2.736 -3.764
C -2.677 2.160 -2.362
N -1.864 2.880 -1.394
H 1.366 3.326 -2.072
H 0.335 4.550 -1.306
H 0.605 4.413 -3.987
H -0.919 4.905 -3.280
H -0.394 1.981 -3.918
H -0.874 3.111 -5.176
H -2.874 2.063 -4.495
H -2.924 3.705 -3.855
H -2.384 1.109 -2.319
H -3.730 2.250 -2.090
H -2.050 3.877 -1.430

***

No. 8
22
Properties=species:S:1:pos:R:3 method="wB97M-V/def2-TZVPD" smiles="CN(C)[C@@]1(Cl)C=CC=CC1" charge=0 de_lowest_kcal_mol=50.8 homo_lumo_gap_ev=9.1619
C -2.504 -0.706 -1.031
C -1.686 -1.829 -0.666
C -2.353 0.465 -0.399
C -0.476 -1.482 -0.174
C -1.193 0.679 0.552
C -0.079 -0.023 -0.096
C 2.376 -0.334 -0.219
C 1.635 1.417 1.191
N 1.239 0.151 0.508
Cl 0.115 0.642 -1.852
H -3.355 -0.879 -1.663
H -2.070 -2.872 -0.874
H -3.003 1.247 -0.496
H 0.218 -2.222 0.169
H -0.970 1.755 0.534
H -1.387 0.330 1.643
H 2.994 -0.850 0.474
H 2.167 -1.041 -1.068
H 3.012 0.544 -0.687
H 2.147 1.173 2.089
H 2.415 1.866 0.545
H 0.757 1.966 1.518

***

No. 9
28
Properties=species:S:1:pos:R:3 method="wB97M-V/def2-TZVPD" smiles=CNCC[C@H](N)CO.O.O charge=0 de_lowest_kcal_mol=34.2 homo_lumo_gap_ev=8.8717
C 0.705 2.117 -0.979
O 1.105 2.917 0.155
C -0.597 1.370 -0.721
C -0.356 0.095 0.135
C -0.831 0.219 1.566
C -1.136 -2.218 1.905
N -0.711 -0.923 2.458
N -1.291 1.128 -1.977
H 0.601 2.793 -1.835
H 1.594 1.521 -1.163
H 0.387 3.528 0.352
H -1.175 2.065 -0.142
H -0.824 -0.720 -0.400
H 0.724 -0.060 0.172
H -0.421 1.095 2.085
H -1.889 0.522 1.593
H -1.634 -2.758 2.695
H -0.320 -2.741 1.387
H -1.807 -2.030 1.068
H 0.196 -0.972 2.902
H -0.850 0.417 -2.538
H -2.293 1.114 -1.863
H 1.517 -1.270 -2.855
H 0.244 -1.513 -3.806
O 0.667 -1.711 -2.973
H 2.133 -1.434 1.276
H 3.349 -1.622 0.491
O 2.916 -0.928 1.009

***

No. 10
122
Properties=species:S:1:pos:R:3 method="wB97M-V/def2-TZVPD" charge=+1 homo_lumo_gap_ev=8.5629
O -1.740 2.715 2.347
P -1.507 1.531 1.504
C 0.305 1.312 1.059
C 1.020 0.569 2.202
C 0.969 1.286 3.560
C 2.285 1.875 4.055
F 2.502 1.486 5.346
F 2.256 3.231 4.083
F 3.369 1.462 3.347
C 0.330 0.397 -0.183
N 1.678 0.374 -0.805
F 1.640 -0.173 -2.062
C 2.358 1.711 -0.779
C 1.470 2.881 -0.379
C 2.458 4.078 -0.184
C 2.880 4.343 1.258
C 1.944 5.312 1.952
F 2.003 6.518 1.255
P 0.164 3.530 -1.623
P 0.121 2.280 -3.403
O -0.621 1.018 -3.220
O 1.616 2.105 -3.917
O -0.559 3.181 -4.524
O 0.802 2.628 0.852
H -1.921 0.290 2.023
H -2.115 1.668 0.239
H 0.466 -0.365 2.319
H 2.024 0.277 1.887
H 0.229 2.084 3.598
H 0.644 0.562 4.302
H 0.098 -0.617 0.137
H -0.424 0.660 -0.925
H 2.250 -0.282 -0.267
H 2.891 1.891 -1.708
H 3.129 1.622 -0.008
H 2.013 4.967 -0.619
H 3.340 3.854 -0.790
H 3.851 4.840 1.205
H 3.034 3.432 1.828
H 2.267 5.519 2.968
H 0.906 4.986 1.919
H -1.051 3.133 -1.040
H 1.653 1.355 -4.530
H -1.523 3.127 -4.467
O -0.374 6.631 -8.122
P 1.032 6.515 -8.522
O 1.742 7.927 -8.715
C 1.406 9.053 -7.895
C 2.319 9.169 -6.692
O 1.118 5.962 -10.015
C -0.047 5.522 -10.718
C -0.609 6.626 -11.591
O 2.189 5.576 -7.978
C 2.533 5.486 -6.586
C 1.327 5.398 -5.671
H 0.360 9.001 -7.587
H 1.518 9.932 -8.529
H 2.134 8.360 -5.980
H 2.146 10.112 -6.174
H 3.364 9.119 -6.996
H -0.801 5.155 -10.022
H 0.269 4.679 -11.333
H -0.711 7.552 -11.025
H -1.585 6.345 -11.985
H 0.058 6.828 -12.430
H 3.179 6.326 -6.317
H 3.139 4.586 -6.489
H 0.677 6.268 -5.779
H 1.648 5.343 -4.629
H 0.734 4.519 -5.903
O 2.297 -3.458 2.266
P 2.041 -4.803 2.815
O 0.692 -5.383 2.162
C 0.316 -5.131 0.809
C 0.788 -6.224 -0.127
O 1.580 -4.666 4.342
C 1.703 -3.417 5.029
C 0.403 -2.644 4.967
O 2.856 -6.132 3.057
C 3.680 -6.767 2.056
C 4.543 -5.795 1.282
H 0.688 -4.156 0.484
H -0.774 -5.088 0.803
H 1.875 -6.208 -0.233
H 0.356 -6.089 -1.119
H 0.500 -7.204 0.252
H 2.524 -2.832 4.615
H 1.960 -3.646 6.062
H 0.018 -2.610 3.945
H 0.563 -1.624 5.324
H -0.369 -3.108 5.578
H 3.045 -7.358 1.394
H 4.308 -7.471 2.598
H 3.938 -5.046 0.764
H 5.131 -6.327 0.535
H 5.224 -5.267 1.950
O -4.279 -4.454 4.550
P -4.638 -5.860 4.770
O -4.766 -6.228 6.314
C -5.274 -5.289 7.270
C -6.765 -5.449 7.484
O -3.397 -6.786 4.375
C -2.230 -6.236 3.761
C -1.154 -5.930 4.779
O -5.710 -6.783 4.065
C -7.103 -6.428 3.939
C -7.330 -4.991 3.518
H -5.032 -4.268 6.967
H -4.744 -5.491 8.201
H -7.324 -5.134 6.600
H -7.097 -4.836 8.322
H -7.015 -6.491 7.688
H -2.489 -5.342 3.190
H -1.873 -6.985 3.052
H -1.565 -5.371 5.622
H -0.351 -5.351 4.322
H -0.729 -6.852 5.181
H -7.615 -6.655 4.876
H -7.509 -7.103 3.188
H -6.892 -4.287 4.229
H -8.399 -4.786 3.454
H -6.879 -4.799 2.544

***

No. 11
50
Properties=species:S:1:pos:R:3 method="wB97M-V/def2-TZVPD" charge=+1 de_lowest_kcal_mol=0.0 homo_lumo_gap_ev=5.3985
C 3.990 5.930 4.354
O 2.918 6.067 3.401
C 3.116 5.542 2.164
C 2.166 5.890 1.172
C 2.375 5.482 -0.124
C 3.498 4.687 -0.497
C 3.647 4.179 -1.832
O 4.667 3.282 -2.020
C 4.606 2.397 -3.080
C 3.712 2.585 -4.125
C 3.771 1.764 -5.261
C 4.685 0.733 -5.309
C 5.624 0.583 -4.275
C 5.584 1.407 -3.148
C 3.052 3.929 -4.163
C 2.770 4.488 -2.824
C 4.410 4.325 0.517
C 4.225 4.717 1.832
H 3.682 6.553 5.197
H 4.091 4.891 4.680
H 4.951 6.279 3.957
H 1.298 6.492 1.455
H 1.667 5.769 -0.901
H 3.114 2.031 -6.095
H 4.689 0.081 -6.187
H 6.342 -0.230 -4.357
H 6.304 1.264 -2.343
H 2.170 3.956 -4.836
H 2.161 5.386 -2.741
H 5.284 3.724 0.260
H 4.940 4.422 2.609
H 3.874 4.556 -4.473
B 3.211 5.918 -6.843
H 2.655 4.907 -7.154
H 3.046 6.603 -5.874
C 4.709 5.830 -7.062
N 4.858 6.651 -8.161
C 3.788 7.484 -8.645
C 6.110 6.522 -8.674
C 6.767 5.588 -7.908
N 5.889 5.183 -6.920
C 6.283 4.221 -5.899
H 4.165 8.144 -9.439
H 2.958 6.873 -9.034
H 3.381 8.075 -7.810
H 6.445 7.063 -9.543
H 7.767 5.205 -7.979
H 7.369 4.113 -5.951
H 6.007 4.559 -4.895
H 5.848 3.234 -6.086

***

No. 12
11
Properties=species:S:1:pos:R:3 method="wB97M-V/def2-TZVPD" smiles="[H]/N=c1/o[nH]cc1C#N" charge=0 de_lowest_kcal_mol=112.2 homo_lumo_gap_ev=8.7827
C 0.442 0.877 -0.056
C 0.393 -1.462 0.127
C -0.349 -0.356 0.291
C -1.869 -0.341 0.066
H -0.873 1.828 -0.179
H 2.472 -1.428 0.035
H 0.259 -2.581 0.671
N 0.193 2.186 0.166
N 1.696 -1.000 -0.241
N -3.031 -0.249 -0.238
O 1.805 0.414 -0.113

***

No. 13
12
Properties=species:S:1:pos:R:3 method="wB97M-V/def2-TZVPD" charge=0 de_lowest_kcal_mol=102.1 homo_lumo_gap_ev=10.0009
C 0.403 -0.176 0.000
C -1.692 0.190 0.678
C -0.926 -0.796 -0.128
H 3.246 -0.167 -0.660
H -2.765 0.157 0.813
H -0.995 -1.801 0.349
H -1.392 0.009 -1.785
N 1.495 -0.579 -0.454
N -1.003 1.152 1.134
O 2.540 0.228 -0.112
O 0.308 0.993 0.736
O -1.379 -0.911 -1.471

***

No. 14
65
Properties=species:S:1:pos:R:3 method="wB97M-V/def2-TZVPD" charge=0 de_lowest_kcal_mol=0.0 homo_lumo_gap_ev=4.4768
C -1.012 -4.308 3.685
N -1.401 -5.183 2.602
C -2.090 -4.653 1.626
C -2.516 -5.761 0.594
F -1.405 -6.243 -0.053
F -3.152 -6.805 1.189
F -3.351 -5.246 -0.356
O -2.416 -3.474 1.393
H -0.367 -4.935 4.313
H -0.439 -3.414 3.379
H -1.862 -3.975 4.307
C 2.465 3.893 1.329
N 1.448 2.891 1.482
C 0.468 3.025 2.425
O 0.354 3.939 3.243
C -0.483 1.856 2.248
C -1.887 2.342 1.901
C -1.880 3.142 0.623
C -1.583 4.508 0.651
C -1.577 5.253 -0.528
C -1.873 4.640 -1.750
C -2.188 3.278 -1.777
C -2.208 2.535 -0.594
N 0.141 1.086 1.187
C -0.377 -0.074 0.753
C 0.156 -0.826 -0.292
C -0.468 -1.979 -0.750
C -0.029 -2.803 -1.838
C -0.849 -3.850 -2.344
C -0.440 -4.641 -3.409
C 0.810 -4.426 -4.014
C 1.643 -3.406 -3.530
C 1.239 -2.607 -2.460
C 1.361 1.710 0.644
C 1.261 2.108 -0.857
C 2.683 1.993 -1.403
C 3.546 1.238 -0.365
C 2.651 0.854 0.809
H 2.287 4.662 2.087
H 3.459 3.452 1.474
H 2.424 4.348 0.331
H -0.488 1.261 3.178
H -2.554 1.479 1.821
H -2.209 2.974 2.740
H -1.359 4.985 1.611
H -1.348 6.318 -0.485
H -1.882 5.228 -2.670
H -2.434 2.787 -2.719
H -2.481 1.475 -0.608
H -1.267 -0.428 1.290
H 1.084 -0.482 -0.763
H -1.393 -2.260 -0.239
H -1.819 -4.020 -1.869
H -1.093 -5.433 -3.783
H 1.132 -5.047 -4.852
H 2.617 -3.232 -3.991
H 1.899 -1.824 -2.083
H 0.568 1.431 -1.369
H 0.839 3.120 -0.940
H 2.682 1.451 -2.358
H 3.102 2.989 -1.596
H 3.994 0.345 -0.820
H 4.375 1.876 -0.028
H 3.107 1.071 1.784
H 2.387 -0.207 0.792